{
  "formula": "C8H8S",
  "method": "the ωB97M-V functional and the def2-TZVPD basis",
  "species": ["C", "C", "C", "C", "C", "C", "C", "C", "S", "H", "H", "H", "H", "H", "H", "H", "H"],
  "coordinates": [[-2.26569, -1.52220, 0.55111], [-3.31609, -0.93543, -0.08196], [-1.21155, -0.62880, 0.59590], [-1.65804, 0.69069, 0.22061], [-0.41927, 1.30575, 0.39967], [0.17856, 2.51564, 0.33383], [0.07855, 0.01993, 0.95599], [1.67960, -0.47677, -0.86631], [-3.21462, 0.68356, -0.52807], [-2.18514, -2.60926, 0.72191], [-4.33762, -1.39822, -0.33065], [1.32468, 2.52077, 0.57174], [-0.08784, 3.52040, 0.02257], [0.76890, -0.12125, 1.72118], [1.39168, 0.40263, -1.44672], [0.95217, -1.30132, -1.01282], [2.61537, -0.72479, -0.37412]],
  "forces_ev_per_angstrom": [[0.38, -2.27, -0.64], [-3.65, -1.75, -0.69], [-0.24, 4.36, 0.65], [-1.85, -2.42, -1.36], [2.28, 3.10, 1.02], [2.85, -0.78, 0.41], [1.04, -0.94, -2.96], [-2.91, -0.65, 1.32], [1.14, 0.60, 0.80], [-0.35, 0.77, 0.16], [1.89, 0.40, 0.52], [-2.20, -0.23, -0.21], [-0.94, -0.52, -0.16], [0.80, -0.33, 1.33], [0.84, -0.16, 0.36], [1.01, 0.34, -0.16], [-0.10, 0.45, -0.38]],
  "mulliken_charge": [-1.006, 0.002, 0.766, -0.422, 1.004, -0.821, -0.965, -0.886, -0.145, 0.300, 0.312, 0.185, 0.318, 0.469, 0.325, 0.234, 0.330],
  "de_lowest_kcal_mol": 110.99,
  "largest_force_ev_per_a": 4.41
}

{
  "formula": "C8H9AsF5",
  "method": "the ωB97M-V functional and the def2-TZVPD basis",
  "species": ["F", "C", "F", "F", "C", "C", "C", "C", "C", "C", "F", "F", "As", "C", "H", "H", "H", "H", "H", "H", "H", "H", "H"],
  "coordinates": [[-2.20990, -0.94915, -3.10298], [-1.71590, -1.93485, -2.32916], [-2.74535, -2.46906, -1.65391], [-1.22093, -2.86294, -3.17818], [-0.62998, -1.45047, -1.38495], [0.65632, -1.85284, -1.56274], [1.62090, -1.39602, -0.69383], [1.24464, -0.56479, 0.32358], [-0.04752, -0.14333, 0.50487], [-0.39593, 0.79598, 1.62215], [-1.72848, 1.15330, 1.43891], [-0.38663, 0.12305, 2.82399], [0.69938, 2.57895, 1.66532], [-0.99856, -0.59067, -0.37710], [0.96151, -2.52515, -2.35308], [2.66217, -1.67257, -0.79089], [1.98467, -0.17696, 1.01589], [1.77972, 2.03009, 0.63814], [1.53835, 1.97336, 2.87502], [-0.36583, 3.19490, 2.66347], [-0.16678, 3.05170, 0.42348], [1.49151, 3.95631, 1.71298], [-2.02738, -0.26882, -0.28100]],
  "forces_ev_per_angstrom": [[-0.21, 0.00, 0.04], [1.21, 0.34, 0.39], [-0.21, -0.17, -0.26], [-0.45, -0.22, -0.02], [-1.58, -0.23, -0.95], [1.20, -0.68, -0.51], [0.32, -0.10, 0.05], [1.26, 0.61, 1.09], [-0.68, 0.22, 0.56], [-0.55, -0.01, -0.60], [-0.08, 0.00, 0.21], [0.24, -0.09, 0.12], [0.57, 1.02, 0.11], [-0.62, 0.22, -0.02], [-0.28, 0.01, -0.11], [-0.03, -0.10, -0.12], [0.04, -0.14, -0.04], [0.10, -0.30, -0.12], [0.09, -0.05, 0.14], [-0.23, -0.27, 0.12], [-0.20, 0.00, -0.11], [0.03, -0.03, 0.00], [0.04, -0.02, 0.03]],
  "mulliken_charge": [-0.259, 0.954, -0.258, -0.299, 0.253, -0.505, -0.729, -0.354, -0.024, 0.062, -0.355, -0.330, -0.839, -0.506, 0.423, 0.379, 0.514, 0.069, 0.065, 0.075, 0.073, 0.145, 0.447],
  "charge": -1,
  "largest_force_ev_per_a": 1.86
}

{
  "formula": "C8H9BO2S",
  "method": "the ωB97M-V functional and the def2-TZVPD basis",
  "species": ["B", "C", "C", "C", "C", "C", "C", "C", "C", "O", "O", "S", "H", "H", "H", "H", "H", "H", "H", "H", "H"],
  "coordinates": [[1.62314, -1.25058, -1.53688], [-0.31736, 2.31564, 0.43525], [-0.90066, 2.33377, 1.71307], [-0.34085, 1.15525, -0.26119], [-1.28346, 1.19991, 2.28731], [-0.71725, -0.04013, 0.36775], [-1.22617, -0.02778, 1.67751], [-0.90622, -1.25612, -0.52076], [0.06876, -1.40037, -1.64104], [2.27582, -1.19193, -0.39450], [2.22273, -1.30977, -2.84316], [-1.87414, -1.25923, 2.69044], [-0.03095, 3.26113, -0.00470], [-1.01553, 3.36183, 2.15406], [0.13396, 0.93652, -1.21180], [-1.47495, 1.19279, 3.43941], [-0.68377, -2.13032, 0.24464], [-1.87690, -1.58696, -0.69311], [-0.12632, -1.78851, -2.62882], [3.22089, -1.04112, -0.52337], [3.22925, -1.47400, -2.75010]],
  "forces_ev_per_angstrom": [[-1.80, -0.49, -3.34], [-1.06, 1.18, 0.33], [0.92, 3.65, -1.13], [1.30, -2.28, 0.15], [-0.28, 0.37, 4.81], [-1.92, -0.51, -1.39], [-0.13, -0.76, 0.15], [3.27, -2.12, 2.26], [0.98, 0.20, 0.43], [1.53, 0.37, 1.58], [2.40, -0.33, 1.96], [0.32, -0.76, -0.88], [0.23, -0.08, -0.12], [0.20, -1.42, 0.05], [-0.28, 0.88, -0.31], [-0.23, 0.18, -2.38], [0.16, 1.11, -1.21], [-2.11, 0.43, -0.79], [-0.99, -0.05, -0.01], [-0.07, -0.06, 0.34], [-2.44, 0.49, -0.47]],
  "mulliken_charge": [0.644, -0.706, -0.531, -0.513, -0.221, 1.034, -0.202, -0.544, -0.967, -0.481, -0.546, -0.207, 0.372, 0.296, 0.485, 0.238, 0.325, 0.598, 0.393, 0.271, 0.261],
  "de_lowest_kcal_mol": 19.15,
  "largest_force_ev_per_a": 4.83
}

{
  "formula": "C8H9BS2",
  "method": "the ωB97M-V functional and the def2-TZVPD basis",
  "species": ["S", "B", "S", "C", "C", "C", "C", "C", "C", "C", "C", "H", "H", "H", "H", "H", "H", "H", "H", "H"],
  "coordinates": [[1.41929, 0.86335, 3.14618], [0.99073, 0.98966, 1.41843], [1.53175, 2.37100, 0.43268], [0.74193, 2.00995, -1.18195], [-0.63790, 1.38478, -1.03635], [-0.56159, -0.02620, -0.51762], [-1.16527, -1.08358, -1.18228], [-1.09686, -2.36691, -0.66185], [-0.43483, -2.60472, 0.52968], [0.18034, -1.55527, 1.18897], [0.12976, -0.26827, 0.67117], [2.08670, 2.00993, 3.23482], [1.41010, 1.35509, -1.74297], [0.68334, 2.97525, -1.68225], [-1.13616, 1.40459, -2.00759], [-1.23122, 1.99008, -0.34480], [-1.68156, -0.91726, -2.11810], [-1.55430, -3.18955, -1.19308], [-0.38699, -3.60487, 0.93652], [0.71274, -1.73706, 2.11038]],
  "forces_ev_per_angstrom": [[-0.17, -0.34, 0.26], [-1.24, -1.80, -1.44], [-0.14, 0.05, -0.10], [0.10, 0.03, 0.21], [0.08, 0.00, -0.10], [-0.01, 0.12, 0.04], [0.02, -0.03, 0.02], [-0.03, -0.10, -0.05], [0.01, -0.11, 0.02], [0.00, 0.04, 0.01], [1.34, 1.90, 1.22], [0.19, 0.26, 0.04], [-0.04, 0.06, -0.05], [0.01, -0.03, -0.04], [-0.03, -0.04, 0.00], [-0.03, 0.06, -0.08], [-0.06, 0.09, -0.05], [-0.07, -0.03, -0.04], [0.00, -0.06, 0.01], [0.08, -0.07, 0.12]],
  "mulliken_charge": [-0.327, 0.547, -0.243, -0.650, -0.986, 0.569, -0.650, -0.490, -0.660, -0.511, 0.441, 0.100, 0.383, 0.368, 0.376, 0.308, 0.339, 0.370, 0.389, 0.327],
  "smiles": "SB1SCCc2ccccc21",
  "de_lowest_kcal_mol": 0.00,
  "largest_force_ev_per_a": 2.62
}

{
  "formula": "C8H9Br3Si",
  "method": "the ωB97M-V functional and the def2-TZVPD basis",
  "species": ["C", "C", "C", "C", "C", "C", "C", "C", "Si", "Br", "Br", "Br", "H", "H", "H", "H", "H", "H", "H", "H", "H"],
  "coordinates": [[1.49762, 1.76964, -2.02374], [1.28044, 1.19195, -0.66727], [0.43873, 0.19896, -0.31949], [-0.03615, -0.74821, -1.34492], [-0.52131, -1.94001, -1.05265], [-0.69492, -2.36815, 0.35686], [-0.28332, -1.56265, 1.34998], [0.16503, -0.15068, 1.20267], [-1.32581, 0.85086, 2.06832], [-1.11933, 0.52651, 4.34569], [-1.10013, 2.88395, 1.33067], [-3.30577, -0.00928, 1.41784], [0.84766, 2.60492, -2.17996], [2.46218, 2.07452, -2.20732], [1.25795, 0.94064, -2.75759], [1.70622, 1.83061, 0.10422], [0.05215, -0.50791, -2.49769], [-0.62157, -2.60685, -1.91388], [-1.27201, -3.22127, 0.53204], [-0.33540, -1.89958, 2.34815], [0.90776, 0.14204, 1.90805]],
  "forces_ev_per_angstrom": [[-2.02, -3.07, -0.70], [-0.58, 0.93, 0.83], [0.81, 0.08, 0.85], [0.09, 1.39, -2.12], [-0.08, -0.92, 0.39], [0.73, 2.02, -1.03], [0.15, -0.32, -0.62], [-1.78, -0.03, -2.01], [0.32, -1.45, -0.37], [-0.11, 0.37, -1.35], [-0.19, 0.53, 0.30], [0.59, 0.47, 0.34], [-0.56, 0.53, -0.19], [2.34, 0.69, -0.20], [0.27, 1.38, 0.39], [-0.03, -0.33, 0.34], [0.06, -0.28, 2.72], [-0.54, -0.14, 0.64], [-0.27, -1.48, 0.50], [-0.36, -0.47, 1.10], [1.18, 0.11, 0.19]],
  "mulliken_charge": [-1.171, -0.139, 0.566, -0.417, -0.468, -0.526, -0.853, 0.053, 0.709, -0.264, -0.181, -0.220, 0.242, 0.396, 0.243, 0.366, 0.017, 0.339, 0.427, 0.454, 0.428],
  "smiles": "C/C=C1\\C=CC=C[C@@H]1[Si](Br)(Br)Br",
  "de_lowest_kcal_mol": 27.14,
  "largest_force_ev_per_a": 3.75
}

{
  "formula": "C8H9BrN4S",
  "method": "the ωB97M-V functional and the def2-TZVPD basis",
  "species": ["C", "C", "C", "C", "C", "C", "C", "C", "N", "N", "N", "N", "S", "Br", "H", "H", "H", "H", "H", "H", "H", "H", "H"],
  "coordinates": [[-1.26411, 1.19091, -0.39966], [-1.97552, -1.32101, -0.19895], [-0.33554, 0.25582, 0.05959], [-2.92889, -0.38338, -0.62279], [1.05974, 0.60541, 0.15258], [1.92700, -0.08400, 0.86913], [1.65053, 1.97965, -0.36453], [1.81261, -1.40546, 1.50649], [-0.78521, -1.00342, 0.15198], [-2.52263, 0.85513, -0.70891], [2.99127, 2.21423, 0.10438], [-4.13711, -0.70832, -0.94861], [3.56623, 0.63768, 0.86477], [4.74286, -0.86516, -0.70116], [-1.05232, 2.20048, -0.66259], [-2.12903, -2.33348, -0.01633], [1.66131, 2.05546, -1.48793], [1.21991, 2.90276, -0.16962], [2.62670, -1.91539, 1.05612], [0.92068, -1.94903, 1.35078], [1.99464, -1.44704, 2.64934], [-4.55383, -1.62324, -0.98485], [-4.48929, 0.14139, -1.49924]],
  "forces_ev_per_angstrom": [[-0.56, -1.08, -0.36], [-0.11, 0.34, 0.71], [-1.66, 1.02, -1.62], [3.68, -1.01, 1.41], [0.39, 2.77, 0.34], [1.21, -0.12, 0.26], [1.19, -2.83, -1.30], [1.02, -0.02, 2.45], [2.15, 0.22, 0.42], [-0.15, 1.49, -0.34], [1.81, -4.32, 2.22], [-3.67, 2.46, -2.31], [-2.25, 4.32, -2.20], [-0.23, -0.02, 0.15], [0.50, 0.70, 0.27], [-1.13, -1.80, -0.20], [0.00, -0.75, 0.51], [-1.84, 1.51, 1.14], [0.79, -1.25, -0.21], [-0.91, -0.14, -0.51], [-0.09, 0.55, -1.74], [0.30, 0.21, -0.12], [-0.42, -2.23, 1.03]],
  "mulliken_charge": [-0.387, -0.353, 0.408, 0.509, -0.066, 0.806, -0.663, -1.055, -0.424, -0.641, -0.519, -0.411, 0.148, -0.286, 0.352, 0.429, 0.358, 0.439, 0.226, 0.388, 0.240, 0.209, 0.293],
  "de_lowest_kcal_mol": 0.00,
  "largest_force_ev_per_a": 5.35
}

| no. | total energy (eV) |
| --- | --- |
| 1 | -19254.4528 |
| 2 | -82865.1439 |
| 3 | -24047.6894 |
| 4 | -30790.8035 |
| 5 | -226449.1832 |
| 6 | -95276.7437 |